[1]
C37H43N4PSV as an isolated structure, computed with ωB97M-V with the def2-TZVPD basis set.

CARTESIAN COORDINATES (ANGSTROEM)
C 1.717 -5.712 0.389
H 0.055 -0.048 6.568
C 0.660 -1.475 3.497
C 2.062 -5.195 1.630
H 0.531 2.412 -0.991
C 3.190 1.860 5.802
C 2.772 -1.624 -3.684
V 0.178 -0.353 0.166
H -2.790 0.283 -5.733
H -2.128 -3.541 -3.144
C 1.331 -3.436 -0.372
P 0.894 -2.127 -1.532
H -2.729 -1.005 1.450
H 1.924 -7.416 -0.918
H 0.848 -2.089 5.607
C -0.865 4.214 1.482
H 2.357 -5.875 2.422
C 1.696 -7.195 0.126
C -0.368 3.939 0.221
C -1.457 -3.272 -2.325
H 2.431 -7.718 0.740
H 3.763 0.281 -2.060
C -0.748 0.784 -5.253
H -0.719 1.880 5.135
H 3.703 -1.111 -3.940
N -0.210 0.829 -2.916
C 0.635 -1.248 4.956
C 0.174 -0.111 5.492
H 5.100 -0.880 2.459
H -0.452 4.643 -0.594
H 4.072 -2.198 1.874
N 1.585 -1.558 1.077
H 1.489 -4.239 -3.434
H 2.866 -2.655 -4.016
H -0.326 -1.918 -3.509
H 4.131 1.419 6.125
H 1.089 -5.191 -1.578
C 0.205 2.699 0.004
C -0.011 1.161 4.741
C 2.543 -1.512 -2.181
C 3.013 -0.522 2.779
H -0.130 -4.745 -3.883
C -0.725 3.270 2.485
C 4.145 -1.114 1.988
C 0.324 -0.285 2.679
H 0.698 -3.503 -4.813
C -0.114 -2.806 -2.903
N 0.347 1.778 0.960
C -2.047 -0.762 2.263
C 0.532 -3.879 -3.804
H -1.360 5.156 1.684
C 1.362 -4.803 -0.605
C 1.663 -2.913 0.907
H 4.169 -0.708 0.972
C 2.041 -3.835 1.900
C 0.128 0.967 -4.203
C 2.631 1.169 4.597
H 1.319 2.769 4.108
C 2.793 -0.075 -1.705
H -1.099 3.458 3.483
C -1.473 0.502 -2.619
H 2.315 -3.480 2.885
C 0.286 1.078 3.258
C 1.314 1.684 4.194
H -1.936 -2.489 -1.735
H 1.973 -1.150 -4.257
S -1.910 0.272 -0.944
H -1.328 -4.154 -1.694
H 1.161 1.248 -4.387
H -3.441 0.021 -3.348
N -0.734 -0.528 1.717
H 4.399 0.154 4.203
C 3.364 0.262 3.884
H -2.040 -1.590 2.981
H 0.157 -2.384 3.184
H 2.037 0.611 -2.100
H -0.413 0.912 -6.273
H 3.359 2.926 5.607
C 1.654 -0.970 2.381
C -2.063 0.439 -4.945
H -2.439 0.125 2.779
C -2.434 0.297 -3.626
H 3.261 -2.158 -1.666
H 2.785 -0.009 -0.616
H 0.719 -7.632 0.346
H 2.481 1.812 6.635
C -0.088 2.071 2.206

Output
Calculated total energy ... -3338.20960 Ha
HOMO (alpha / beta) ... -0.2324 / -0.2484 Eh
2S+1 ... 4
Largest force on an atom ... 0.7 eV Å⁻¹
⟨S²⟩ ... 3.8108

What are the Löwdin partial charges on each atom? They are as follows, in elementary charge units: atom 1 (C): -0.293, atom 2 (H): 0.109, atom 3 (C): -0.090, atom 4 (C): -0.046, atom 5 (H): 0.094, atom 6 (C): -0.047, atom 7 (C): -0.106, atom 8 (V): 0.647, atom 9 (H): 0.105, atom 10 (H): 0.082, atom 11 (C): -0.281, atom 12 (P): 1.072, atom 13 (H): 0.053, atom 14 (H): 0.072, atom 15 (H): 0.109, atom 16 (C): -0.044, atom 17 (H): 0.111, atom 18 (C): -0.063, atom 19 (C): -0.047, atom 20 (C): -0.119, atom 21 (H): 0.072, atom 22 (H): 0.083, atom 23 (C): -0.085, atom 24 (H): 0.134, atom 25 (H): 0.080, atom 26 (N): 0.012, atom 27 (C): -0.022, atom 28 (C): -0.038, atom 29 (H): 0.077, atom 30 (H): 0.109, atom 31 (H): 0.072, atom 32 (N): -0.089, atom 33 (H): 0.054, atom 34 (H): 0.061, atom 35 (H): 0.082, atom 36 (H): 0.077, atom 37 (H): 0.094, atom 38 (C): -0.134, atom 39 (C): -0.109, atom 40 (C): -0.486, atom 41 (C): -0.129, atom 42 (H): 0.076, atom 43 (C): 0.003, atom 44 (C): -0.038, atom 45 (C): -0.341, atom 46 (H): 0.074, atom 47 (C): -0.518, atom 48 (N): 0.060, atom 49 (C): -0.098, atom 50 (C): -0.111, atom 51 (H): 0.112, atom 52 (C): -0.049, atom 53 (C): -0.313, atom 54 (H): 0.072, atom 55 (C): -0.030, atom 56 (C): -0.175, atom 57 (C): -0.237, atom 58 (H): 0.150, atom 59 (C): -0.136, atom 60 (H): 0.117, atom 61 (C): -0.750, atom 62 (H): 0.109, atom 63 (C): -0.192, atom 64 (C): -0.108, atom 65 (H): 0.035, atom 66 (H): 0.062, atom 67 (S): 0.639, atom 68 (H): 0.073, atom 69 (H): 0.104, atom 70 (H): 0.098, atom 71 (N): -0.220, atom 72 (H): 0.112, atom 73 (C): -0.022, atom 74 (H): 0.087, atom 75 (H): 0.144, atom 76 (H): 0.040, atom 77 (H): 0.096, atom 78 (H): 0.085, atom 79 (C): -0.273, atom 80 (C): -0.081, atom 81 (H): 0.091, atom 82 (C): -0.112, atom 83 (H): 0.110, atom 84 (H): 0.038, atom 85 (H): 0.077, atom 86 (H): 0.083, atom 87 (C): -0.171

=====

[2]
An isolated ion of composition C3H3N2O and charge +1, computed with ωB97M-V with the def2-TZVPD basis set.

CARTESIAN COORDINATES (ANGSTROEM)
N 2.277 -0.821 0.009
O 2.834 0.233 0.056
H -1.797 0.831 0.607
C 1.045 -0.844 -0.156
H -1.592 -0.866 0.494
C -1.452 0.050 0.085
N 0.752 1.189 -0.104
C 0.006 0.222 -0.054
H -2.072 0.006 -0.938

Output
Calculated total energy ... -300.24117 Ha
Net charge ... +1
HOMO (alpha / beta) ... -0.6206 / -0.6253 Eh
Largest force on an atom ... 5.2 eV Å⁻¹

What are the natural (NBO) partial charges on each atom? They are as follows, in elementary charge units: atom 1 (N): 0.067, atom 2 (O): 0.029, atom 3 (H): 0.270, atom 4 (C): 0.479, atom 5 (H): 0.262, atom 6 (C): -0.627, atom 7 (N): 0.106, atom 8 (C): 0.103, atom 9 (H): 0.311

=====

[3]
One molecule with the formula C12H21N5O3, computed with ωB97M-V with the def2-TZVPD basis set.

CARTESIAN COORDINATES (ANGSTROEM)
N -0.935 -0.887 -0.419
O 1.969 -0.720 -2.719
N -3.409 1.712 2.647
H 3.300 -3.656 0.898
H -1.527 0.758 -2.633
C 0.434 -0.297 -0.646
H 3.469 -1.395 1.986
H -4.156 1.650 3.360
C -3.572 2.027 1.304
C 1.160 -1.204 -1.698
H -0.841 -1.868 0.072
H 2.424 1.503 0.538
H -1.654 0.735 3.648
C -2.028 1.928 -0.704
H -4.516 2.525 1.112
N 3.223 -2.835 0.333
H 0.380 0.653 -1.269
H 4.574 0.284 0.286
N -3.508 0.735 -2.449
C -2.165 1.177 2.815
C 1.037 -0.102 0.696
H -3.993 -0.206 -2.246
H 2.012 -1.461 -3.394
H -2.600 2.669 -1.135
H 4.905 -1.861 1.098
C 2.463 0.492 0.758
C -2.335 1.765 0.728
H 2.602 0.666 1.815
H 1.094 -1.146 0.963
C 3.907 -1.617 0.999
O -2.944 -1.488 -1.176
H -4.142 1.500 -2.152
C -2.087 -0.613 -1.037
H 3.683 -2.882 -0.617
O 1.032 -2.460 -1.560
N -1.518 1.231 1.673
H 3.404 -0.581 -0.688
C 3.707 -0.282 0.246
H 0.359 0.594 1.148
C -2.211 0.700 -1.706
H -0.996 2.256 -0.876

Output
Structure (SMILES) ... NCCCC[C@H](NC(=O)[C@@H](N)Cc1c[nH]cn1)C(=O)O
Calculated total energy ... -969.28666 Ha
HOMO ... -0.3213 Eh
Largest force on an atom ... 5.6 eV Å⁻¹

What are the natural (NBO) partial charges on each atom? They are as follows, in elementary charge units: atom 1 (N): -0.605, atom 2 (O): -0.700, atom 3 (N): -0.520, atom 4 (H): 0.365, atom 5 (H): 0.223, atom 6 (C): -0.109, atom 7 (H): 0.179, atom 8 (H): 0.421, atom 9 (C): -0.094, atom 10 (C): 0.767, atom 11 (H): 0.429, atom 12 (H): 0.206, atom 13 (H): 0.212, atom 14 (C): -0.434, atom 15 (H): 0.220, atom 16 (N): -0.857, atom 17 (H): 0.213, atom 18 (H): 0.213, atom 19 (N): -0.864, atom 20 (C): 0.160, atom 21 (C): -0.448, atom 22 (H): 0.402, atom 23 (H): 0.508, atom 24 (H): 0.222, atom 25 (H): 0.172, atom 26 (C): -0.400, atom 27 (C): 0.092, atom 28 (H): 0.196, atom 29 (H): 0.220, atom 30 (C): -0.211, atom 31 (O): -0.627, atom 32 (H): 0.350, atom 33 (C): 0.656, atom 34 (H): 0.357, atom 35 (O): -0.593, atom 36 (N): -0.477, atom 37 (H): 0.202, atom 38 (C): -0.415, atom 39 (H): 0.287, atom 40 (C): -0.142, atom 41 (H): 0.221

=====

[4]
C7H18BrI2IrOP2 as an isolated structure, computed with ωB97M-V with the def2-TZVPD basis set.

CARTESIAN COORDINATES (ANGSTROEM)
Ir 0.003 -0.108 -0.179
H 3.968 1.396 0.429
H -2.046 2.309 1.030
C -3.136 -0.415 -1.495
H 2.371 -0.986 2.395
H -2.865 -1.903 1.230
H 4.120 -1.010 -1.290
I -0.148 -2.648 -0.396
H -4.093 -0.609 1.438
H -2.273 2.386 -0.720
H -2.819 0.161 -2.366
H -2.557 -0.561 2.352
C -3.021 -0.819 1.394
H -3.674 2.056 0.341
H 2.835 -0.331 -2.315
H 2.390 1.925 1.083
H 2.661 -1.958 -1.670
C 2.808 -1.342 1.457
P 2.293 -0.275 0.069
H -4.221 -0.291 -1.346
I 0.280 -0.470 -6.054
C -2.586 1.885 0.197
H 2.474 -2.350 1.286
H -2.927 -1.484 -1.723
H 3.896 -1.302 1.522
C 3.043 -0.957 -1.454
P -2.287 0.115 0.026
O -0.223 -0.365 -3.112
Br 0.035 0.617 2.262
C 2.879 1.416 0.254
C -0.083 -0.054 -1.998
H 2.672 1.962 -0.665

Output
Calculated total energy ... -4308.04729 Ha
Net charge ... +3
HOMO (alpha / beta) ... -0.6820 / -0.6979 Eh
2S+1 ... 6
Largest force on an atom ... 5.0 eV Å⁻¹
⟨S²⟩ ... 8.7665

What are the natural (NBO) partial charges on each atom? They are as follows, in elementary charge units: atom 1 (Ir): 0.166, atom 2 (H): 0.291, atom 3 (H): 0.287, atom 4 (C): -0.976, atom 5 (H): 0.293, atom 6 (H): 0.264, atom 7 (H): 0.291, atom 8 (I): 0.435, atom 9 (H): 0.295, atom 10 (H): 0.265, atom 11 (H): 0.254, atom 12 (H): 0.295, atom 13 (C): -0.973, atom 14 (H): 0.293, atom 15 (H): 0.247, atom 16 (H): 0.291, atom 17 (H): 0.253, atom 18 (C): -0.951, atom 19 (P): 1.178, atom 20 (H): 0.297, atom 21 (I): 0.991, atom 22 (C): -0.985, atom 23 (H): 0.256, atom 24 (H): 0.257, atom 25 (H): 0.290, atom 26 (C): -0.957, atom 27 (P): 1.203, atom 28 (O): -0.503, atom 29 (Br): -0.152, atom 30 (C): -0.985, atom 31 (C): 0.525, atom 32 (H): 0.267